Entry 1:
# C30H28F5NO2S3Sc

C30H28F5NO2S3Sc as an isolated structure (ωB97M-V/def2-TZVPD, OMol25).

ORCA input file:
```
! RIJCOSX wB97M-V def2-TZVPD def2/J DEFGRID3
* xyz -1 1
Sc 0.823 0.819 0.930
O 1.826 1.475 2.674
S 2.517 2.837 2.744
C 2.826 2.905 4.543
C 1.578 3.459 5.256
C 0.473 3.622 4.208
C 1.179 4.032 2.926
H 3.714 3.518 4.701
H 3.061 1.877 4.810
H 1.819 4.431 5.693
H 1.265 2.802 6.067
H -0.266 4.367 4.507
H -0.043 2.675 4.052
H 1.668 5.009 3.006
H 0.610 3.990 1.999
F 0.183 0.342 4.631
C -0.638 -0.464 3.893
C -0.587 -0.452 2.516
C -1.483 -1.331 1.940
F -1.555 -1.445 0.582
C -2.361 -2.148 2.630
F -3.214 -2.975 1.994
C -2.363 -2.106 4.011
F -3.204 -2.879 4.719
C -1.488 -1.252 4.653
F -1.485 -1.201 6.000
C 3.215 -4.162 2.333
C 2.922 -4.325 0.986
C 2.438 -3.275 0.222
C 2.233 -1.999 0.780
C 2.542 -1.849 2.148
C 3.013 -2.908 2.901
N 1.700 -0.936 0.079
C 1.719 -1.000 -1.324
C 2.920 -1.089 -2.040
C 2.925 -1.085 -3.422
C 1.733 -0.987 -4.135
C 0.539 -0.900 -3.438
C 0.530 -0.916 -2.048
H 3.586 -4.988 2.925
H 3.060 -5.293 0.517
H 2.200 -3.443 -0.821
H 2.407 -0.884 2.621
H 3.229 -2.749 3.951
H 3.847 -1.143 -1.482
H 3.868 -1.143 -3.955
H 1.741 -0.976 -5.218
H -0.399 -0.831 -3.979
H -0.405 -0.877 -1.500
C -7.466 2.154 -1.274
C -5.970 2.238 -1.126
C -5.241 1.163 -0.629
C -3.865 1.242 -0.460
C -3.210 2.416 -0.797
C -3.918 3.506 -1.282
C -5.290 3.408 -1.453
S -1.432 2.572 -0.577
C -1.006 2.196 -2.277
O -1.151 1.315 0.233
H -7.782 1.137 -1.506
H -7.821 2.813 -2.067
H -7.966 2.451 -0.349
H -5.753 0.245 -0.366
H -3.296 0.409 -0.067
H -3.404 4.430 -1.522
H -5.843 4.258 -1.838
H -1.493 1.265 -2.561
H 0.081 2.126 -2.303
H -1.356 3.030 -2.887
S 1.596 2.741 -0.193
*
```

Properties
**Orbital gap**: 6.3 eV
**Relative energy (zero: lowest compared OMol25 entry of this formula, charge and spin)**: 0.0 kcal/mol
**HOMO level**: -4.00 eV


Entry 2:
# C27H33N5O3

One molecule with the formula C27H33N5O3 (ωB97M-V/def2-TZVPD, OMol25).

ORCA input file:
```
! RIJCOSX wB97M-V def2-TZVPD def2/J DEFGRID3
* xyz 0 1
C 1.016 1.376 2.311
C 1.466 0.049 1.682
C 0.590 -1.059 2.146
N 0.699 -1.729 3.254
C -0.354 -2.612 3.247
C -0.735 -3.569 4.180
C -1.858 -4.321 3.902
C -2.596 -4.137 2.730
C -2.237 -3.193 1.789
C -1.109 -2.439 2.062
N -0.469 -1.433 1.376
C -0.792 -0.867 0.100
C -1.905 0.198 0.219
C -2.883 0.262 -0.959
O -4.067 0.459 -0.774
N -2.325 0.064 -2.161
C -3.065 0.217 -3.390
C -2.517 1.360 -4.244
C -2.716 2.731 -3.599
N -1.904 2.945 -2.410
C -0.506 3.183 -2.725
C 0.283 3.378 -1.433
O -0.214 4.447 -0.664
C -1.576 4.248 -0.368
C -2.415 4.061 -1.630
C 0.452 -0.271 -0.560
O 0.483 -0.146 -1.780
N 1.461 0.119 0.229
C 2.678 0.641 -0.380
C 3.826 -0.311 -0.169
C 4.939 0.058 0.573
C 5.973 -0.839 0.775
C 5.898 -2.116 0.246
C 4.788 -2.492 -0.492
C 3.757 -1.594 -0.699
H 1.110 1.303 3.390
H -0.023 1.587 2.068
H 1.631 2.199 1.956
H 2.492 -0.164 2.002
H -0.166 -3.708 5.085
H -2.181 -5.072 4.607
H -3.470 -4.747 2.560
H -2.815 -3.046 0.889
H -1.149 -1.676 -0.553
H -1.470 1.195 0.322
H -2.497 -0.005 1.115
H -1.313 0.018 -2.249
H -4.106 0.405 -3.117
H -3.009 -0.719 -3.959
H -3.043 1.357 -5.201
H -1.460 1.180 -4.444
H -3.762 2.815 -3.295
H -2.519 3.515 -4.353
H -0.385 4.078 -3.363
H -0.098 2.317 -3.249
H 0.240 2.449 -0.847
H 1.325 3.618 -1.654
H -1.694 3.364 0.276
H -1.903 5.133 0.180
H -2.397 5.000 -2.214
H -3.446 3.844 -1.342
H 2.471 0.759 -1.447
H 2.904 1.620 0.051
H 5.000 1.054 0.989
H 6.837 -0.542 1.351
H 6.704 -2.816 0.407
H 4.726 -3.487 -0.908
H 2.892 -1.882 -1.278
*
```

Properties
**Orbital gap**: 9.2 eV
**Relative energy (zero: lowest compared OMol25 entry of this formula, charge and spin)**: 7.2 kcal/mol
**SMILES string**: C[C@H]1c2nc3ccccc3n2[C@@H](CC(=O)NCCCN2CCOCC2)C(=O)N1Cc1ccccc1
**HOMO level**: -8.55 eV


Entry 3:
# C34H49BClF32O7SSi

A 5-piece molecular cluster, C34H49BClF32O7SSi overall at a distorted geometry (ωB97M-V/def2-TZVPD, OMol25).

ORCA input file:
```
! RIJCOSX wB97M-V def2-TZVPD def2/J DEFGRID3
* xyz -1 1
C 1.236 -0.170 -1.181
C -0.112 -0.072 -0.371
C 0.156 0.669 1.002
B -0.464 -0.096 2.342
C -0.152 -1.706 2.348
C 1.383 -2.081 2.134
C 1.424 -3.493 1.401
C 0.569 -4.549 2.208
S 1.054 -6.280 1.880
O 0.458 -7.231 2.865
O 0.645 -6.718 0.511
Cl 3.134 -6.485 1.945
C 0.169 0.725 3.644
C 0.463 -0.139 4.923
C -0.796 -0.693 5.659
O -0.477 -1.406 6.869
C 0.134 -2.653 6.578
Si -2.431 0.149 2.285
C -3.394 -1.519 2.027
C -3.205 0.941 3.852
C -3.023 1.267 0.809
H 1.822 0.760 -0.971
H 1.044 -0.140 -2.281
H 1.894 -1.017 -0.888
H -0.662 -1.033 -0.282
H -0.772 0.607 -0.972
H -0.168 1.740 0.959
H 1.278 0.710 1.127
H -0.466 -2.226 3.296
H -0.696 -2.265 1.536
H 1.913 -1.384 1.455
H 1.937 -2.230 3.086
H 1.011 -3.401 0.370
H 2.484 -3.836 1.404
H -0.502 -4.466 1.906
H 0.594 -4.354 3.307
H 1.173 1.105 3.296
H -0.408 1.652 3.900
H 1.150 -0.997 4.742
H 0.998 0.521 5.658
H -1.385 0.194 5.998
H -1.485 -1.286 5.015
H -0.075 -3.020 5.543
H 1.248 -2.511 6.628
H -0.105 -3.432 7.341
H -3.167 -1.908 1.009
H -4.482 -1.234 2.034
H -3.210 -2.253 2.841
H -4.246 1.267 3.564
H -2.699 1.872 4.200
H -3.366 0.216 4.688
H -3.057 0.656 -0.121
H -2.415 2.190 0.714
H -4.080 1.551 1.065
C -4.535 -0.028 -4.129
C -3.931 -0.042 -2.700
C -4.755 -0.698 -1.587
F -5.928 -0.079 -1.371
F -4.074 -0.642 -0.420
F -3.594 1.219 -2.359
F -2.766 -0.740 -2.785
O -5.164 1.188 -4.571
C -6.515 1.432 -4.294
C -6.708 2.677 -3.425
F -6.098 2.551 -2.236
F -8.025 2.876 -3.180
F -7.098 0.341 -3.782
F -7.109 1.645 -5.488
H -3.686 -0.130 -4.801
H -5.154 -0.903 -4.328
H -4.951 -1.751 -1.811
H -6.305 3.562 -3.922
C 1.621 4.570 -6.440
C 2.959 4.913 -5.738
C 3.994 3.792 -5.596
F 3.558 2.773 -4.842
F 5.105 4.271 -4.986
F 2.692 5.469 -4.539
F 3.544 5.890 -6.490
O 0.471 4.311 -5.621
C 0.219 3.016 -5.141
C 0.233 2.947 -3.613
F 1.429 3.302 -3.112
F -0.013 1.684 -3.216
F 1.052 2.133 -5.715
F -1.016 2.697 -5.576
H 1.344 5.477 -6.980
H 1.743 3.810 -7.213
H 4.289 3.403 -6.575
H -0.523 3.608 -3.185
C 0.598 -0.806 -6.939
C 1.710 -1.642 -7.620
C 1.367 -2.334 -8.944
F 0.394 -3.248 -8.820
F 2.455 -2.998 -9.410
F 2.192 -2.535 -6.732
F 2.731 -0.776 -7.885
O -0.120 -1.408 -5.852
C -1.252 -2.196 -6.082
C -1.066 -3.636 -5.600
F -0.053 -4.244 -6.243
F -2.185 -4.358 -5.845
F -1.629 -2.113 -7.367
F -2.245 -1.625 -5.367
H 1.115 0.026 -6.462
H -0.073 -0.340 -7.661
H 1.068 -1.605 -9.702
H -0.855 -3.662 -4.529
C 5.740 0.936 8.405
C 5.554 0.819 6.871
C 5.513 2.118 6.060
F 4.480 2.906 6.387
F 5.372 1.831 4.744
F 4.464 0.069 6.621
F 6.623 0.106 6.412
O 4.578 0.818 9.240
C 3.802 1.947 9.541
C 2.369 1.812 9.022
F 2.339 1.678 7.689
F 1.653 2.919 9.330
F 4.411 3.064 9.121
F 3.768 2.027 10.888
H 6.338 0.066 8.684
H 6.350 1.796 8.684
H 6.440 2.687 6.182
H 1.876 0.943 9.462
*
```

Properties
**Orbital gap**: 5.5 eV
**HOMO level**: -4.04 eV


Entry 4:
# C44H34BrCoN5S2

C44H34BrCoN5S2 as an isolated structure (ωB97M-V/def2-TZVPD, OMol25).

ORCA input file:
```
! RIJCOSX wB97M-V def2-TZVPD def2/J DEFGRID3
* xyz 0 2
Co -1.368 -0.032 1.278
C 1.977 -0.792 1.684
N 0.795 0.025 1.949
C 0.867 0.859 2.921
C -0.274 1.649 3.265
C -0.466 2.686 4.181
C -1.797 3.091 4.029
C -2.347 2.273 3.034
N -1.427 1.409 2.573
C 3.253 -0.019 1.430
C 3.269 1.085 0.582
C 4.451 1.763 0.325
C 5.638 1.352 0.920
C 5.629 0.264 1.781
C 4.442 -0.411 2.036
H 1.747 -1.412 0.815
H 2.161 -1.482 2.515
H 1.787 0.988 3.497
H 0.274 3.092 4.854
H -2.311 3.869 4.571
H -3.361 2.265 2.659
H 2.340 1.420 0.142
H 4.443 2.620 -0.337
H 6.560 1.884 0.724
H 6.544 -0.055 2.263
H 4.440 -1.257 2.713
S -1.251 5.638 0.129
C -1.423 7.179 -0.580
C -1.836 7.098 -1.874
C -2.014 5.758 -2.299
C -1.733 4.843 -1.321
C -1.805 3.378 -1.407
C -1.592 2.588 -0.256
N -1.641 1.275 -0.268
C -1.877 0.647 -1.434
C -2.100 1.323 -2.631
C -2.306 0.548 -3.826
C -2.252 -0.801 -3.799
C -1.989 -1.513 -2.576
C -1.872 -2.908 -2.486
C -1.587 -3.498 -1.275
C -1.415 -2.655 -0.157
N -1.530 -1.347 -0.214
C -1.818 -0.779 -1.406
C -1.464 -4.950 -1.094
C -1.404 -5.646 0.080
C -1.301 -7.049 -0.112
C -1.284 -7.395 -1.427
S -1.393 -6.024 -2.440
C -2.067 2.724 -2.592
H -1.213 8.064 -0.002
H -2.011 7.960 -2.501
H -2.347 5.490 -3.291
H -1.393 3.036 0.712
H -2.491 1.072 -4.756
H -2.395 -1.375 -4.707
H -2.013 -3.509 -3.378
H -1.191 -3.063 0.819
H -1.456 -5.184 1.057
H -1.247 -7.764 0.695
H -1.214 -8.381 -1.856
H -2.225 3.281 -3.508
C 4.627 0.311 -4.029
C 3.341 0.254 -3.255
C 2.525 1.367 -3.105
C 1.376 1.270 -2.336
N 0.995 0.156 -1.717
C 1.758 -0.921 -1.895
C 2.925 -0.922 -2.639
H 4.740 1.264 -4.542
H 4.674 -0.489 -4.770
H 5.477 0.184 -3.356
H 2.787 2.311 -3.570
H 0.742 2.140 -2.190
H 1.423 -1.830 -1.404
H 3.510 -1.829 -2.725
Br -3.321 -4.736 5.576
C -2.711 -3.365 4.404
C -1.386 -3.343 4.011
C -0.959 -2.342 3.141
C -1.813 -1.353 2.639
C -3.136 -1.412 3.093
C -3.596 -2.400 3.959
H -0.696 -4.091 4.382
H 0.088 -2.346 2.851
H -3.851 -0.659 2.771
H -4.628 -2.417 4.284
*
```

Properties
**Orbital gap (spin up / spin down)**: 6.2 / 6.1 eV
**Relative energy (zero: lowest compared OMol25 entry of this formula, charge and spin)**: 12.1 kcal/mol
**⟨S²⟩**: 0.763
**HOMO level (spin up / spin down)**: -7.00 / -6.99 eV